This record from the Open Molecules 2025 dataset describes a cluster of 5 separate species, C3H16NO4 in total in a non-equilibrium geometry. The level of theory is ωB97M-V with the def2-TZVPD basis set.

Structure (XYZ):
```
24
Properties=species:S:1:pos:R:3:forces:R:3
C -0.03180 1.57129 -2.38470 -0.2 -0.1 0.2
C -1.40399 0.85423 -2.27712 0.0 -1.9 -0.5
C -3.01426 1.49079 -0.67329 -1.4 1.2 2.5
N -1.88870 0.98655 -0.87586 1.0 0.2 -1.3
H 0.62094 1.15879 -1.60699 0.1 0.1 -0.2
H -0.12284 2.65986 -2.17006 -0.1 -0.7 -0.3
H 0.47357 1.44475 -3.36246 -0.5 0.0 0.5
H -1.36349 -0.31686 -2.31104 0.5 2.1 -0.7
H -2.14990 1.19927 -3.06218 0.7 -0.3 1.3
H -3.43920 1.71658 0.32948 0.9 -0.8 -0.2
H -3.71512 1.89652 -1.37599 0.3 -0.2 -1.3
H -1.06956 0.56422 -0.09247 -1.5 0.6 0.3
H 3.62362 -3.12587 1.76539 -0.4 0.7 -0.3
H 3.81475 -3.83436 0.49039 -0.8 1.5 -0.1
O 3.41509 -2.97838 0.82369 1.3 -2.3 0.4
H 0.70132 0.33203 4.10425 -0.4 -0.2 0.0
H -0.70297 -0.42540 4.06979 0.5 0.2 0.2
O -0.09769 0.15710 3.58793 -0.3 -0.1 -0.2
H 2.33643 -0.96571 -1.15746 -0.8 0.7 0.2
H 2.42062 -1.78983 0.01014 -0.7 0.1 0.8
O 1.83222 -1.07520 -0.32738 1.3 -0.7 -0.8
H -0.36416 0.06445 1.90395 -0.1 0.4 -0.4
H 0.45713 -0.44156 0.65200 -0.5 0.5 -0.3
O -0.34961 0.07891 0.91013 1.1 -0.9 0.2
```
Forces are in eV/Å.

Its calculated total energy is -13044.062 eV. For the gap between HOMO and LUMO, the calculation gives 11.60 eV. Its LUMO energy is -0.1117 Eh. As for the charge: +1. Its energy relative to the best compared isomer or geometry (same formula, charge and spin) is 24.79 kcal/mol. The HOMO energy comes out at -14.642 eV.

This record from the Open Molecules 2025 dataset describes a cluster of 5 separate species, C3H16O4 in total. The level of theory is ωB97M-V with the def2-TZVPD basis set.

Structure (XYZ):
```
23
Properties=species:S:1:pos:R:3:forces:R:3
C -1.12599 1.18712 -0.24585 0.5 -0.3 0.3
C -1.25701 -0.23065 -0.77042 0.1 -0.2 -0.3
C -0.83521 -0.32474 -2.23289 0.0 -0.2 0.0
H -1.60299 1.86928 -0.94914 -0.1 0.2 0.2
H -1.54664 1.26462 0.75385 -0.3 0.2 0.0
H -0.07435 1.46857 -0.11531 -0.1 0.1 -0.2
H -0.65397 -0.94144 -0.20411 0.0 0.2 0.2
H -2.28909 -0.54543 -0.63861 -0.1 -0.2 -0.1
H -1.49530 0.25010 -2.87952 -0.1 0.1 -0.1
H -0.82382 -1.35832 -2.59541 0.0 0.2 0.1
H 0.17433 0.07493 -2.36184 0.1 0.0 0.0
H -2.31287 -2.52528 3.12267 0.0 0.0 0.0
H -1.21944 -1.96802 2.19731 0.1 0.1 0.0
O -2.16516 -1.91394 2.39580 -0.1 0.0 0.0
H 1.13202 -2.69261 1.56380 -0.2 -0.1 0.1
H 1.34467 -1.21024 1.52952 -0.1 0.5 0.2
O 0.67812 -1.87019 1.77812 0.4 -0.3 -0.2
H 3.03392 0.84826 1.87181 0.0 -0.1 0.1
H 2.39680 0.83217 0.49289 0.1 0.2 -0.1
O 2.61065 0.26014 1.23924 0.0 -0.1 0.0
H 2.42212 3.15798 -1.49396 0.1 0.0 0.0
H 1.43821 1.98652 -1.47109 -0.1 0.1 -0.1
O 2.17102 2.38117 -0.98686 0.0 -0.2 0.0
```
Forces are in eV/Å.

Its calculated total energy is -11560.943 eV. For the gap between HOMO and LUMO, the calculation gives 11.13 eV. Its LUMO energy is 0.0178 Eh. Its energy relative to the best compared isomer or geometry (same formula, charge and spin) is 0.00 kcal/mol. The HOMO energy comes out at -10.641 eV.

This record from the Open Molecules 2025 dataset describes a cluster of 5 separate species, C3H16O4S in total in a non-equilibrium geometry. The level of theory is ωB97M-V with the def2-TZVPD basis set.

Structure (XYZ):
```
24
Properties=species:S:1:pos:R:3:forces:R:3
C -1.88202 1.28801 0.68580 -1.3 1.0 1.1
C -1.54896 -0.10075 1.16598 -0.9 -0.6 -1.9
S -2.91281 -1.36417 0.67658 2.0 0.7 0.8
C -2.46438 -2.65829 1.89967 -6.5 0.2 -0.3
H -2.69079 1.65441 1.37831 0.5 0.0 -0.9
H -2.25634 1.36299 -0.36168 0.5 -0.1 0.7
H -0.99667 1.93429 0.89244 -0.6 -0.3 -0.5
H -1.33200 -0.06165 2.21470 -0.2 -0.4 0.6
H -0.67399 -0.36300 0.61309 0.7 -0.8 0.0
H -1.75192 -2.36058 2.54133 2.0 1.7 2.6
H -3.57526 -2.82994 2.39301 3.1 0.4 -0.4
H -2.17796 -3.62364 1.66858 0.6 -1.8 -1.8
H 3.04614 -0.45706 -1.83460 2.7 1.1 1.2
H 4.61112 -0.41827 -1.89366 0.9 -0.4 -0.6
O 3.90782 -0.06312 -1.37883 -3.9 -0.8 -0.8
H 2.71064 2.12790 1.05314 -0.2 5.2 -0.9
H 2.84476 0.77647 0.21908 0.4 0.9 0.1
O 2.77646 1.24928 1.06121 -0.1 -6.1 0.8
H 0.70839 -0.75048 -3.54258 -0.9 0.4 -0.2
H 0.59234 -2.19623 -2.84615 0.6 1.5 -0.7
O 1.19228 -1.47817 -3.18381 0.4 -1.8 1.0
H -0.02041 3.20374 -1.21912 -0.9 0.3 0.3
H 1.07120 2.28017 -0.75841 0.5 -1.4 1.7
O 0.82235 2.84807 -1.44407 0.4 1.0 -2.0
```
Forces are in eV/Å.

Its calculated total energy is -22394.099 eV. For the gap between HOMO and LUMO, the calculation gives 8.97 eV. Its LUMO energy is 0.0125 Eh. Its energy relative to the best compared isomer or geometry (same formula, charge and spin) is 58.34 kcal/mol. The HOMO energy comes out at -8.626 eV.

This record from the Open Molecules 2025 dataset describes a structure of composition C3H17BeO6 in a non-equilibrium geometry. The level of theory is ωB97M-V with the def2-TZVPD basis set.

Structure (XYZ):
```
27
Properties=species:S:1:pos:R:3:forces:R:3
Be 10.82500 12.78100 -25.67200 2.9 0.6 -1.0
C 11.76500 15.21600 -26.94300 0.1 2.0 -3.5
C 12.89900 14.35800 -26.48700 -1.3 0.7 1.9
C 13.69800 15.11500 -25.43400 -0.6 1.0 -2.4
O 12.31400 13.31400 -25.76400 -1.6 -2.6 1.1
H 11.23700 14.80700 -27.86100 0.2 0.3 1.4
H 12.07800 16.23000 -27.33100 0.1 -0.9 0.4
H 11.11600 15.47000 -26.13200 -0.6 -0.1 0.4
H 13.45200 13.91600 -27.29900 0.7 0.3 -0.4
H 14.48700 14.53200 -25.19300 2.5 -2.1 1.4
H 13.11600 15.34800 -24.57000 -0.5 0.3 0.4
H 14.18100 15.96600 -25.87400 -0.1 0.9 -0.1
O 8.00900 11.80100 -26.32900 -0.7 2.8 -0.3
H 7.84800 12.47400 -25.62900 -0.4 -0.7 -1.0
H 8.26100 11.07600 -25.82300 0.6 -2.5 1.3
O 10.34200 12.66900 -27.23700 -1.7 -0.6 -0.2
H 10.91400 12.17400 -27.78500 2.4 -0.3 -1.0
H 9.54900 12.16200 -27.47500 -1.2 0.5 0.8
O 9.89100 13.83500 -24.89400 0.2 -1.4 -0.2
H 8.97400 13.98100 -24.93000 -1.8 0.5 -0.1
H 10.28700 14.47400 -24.34000 1.0 1.3 1.0
O 10.78100 11.27600 -24.94000 0.0 -0.7 1.8
H 11.34000 10.51900 -25.20600 0.2 0.5 -0.4
H 10.96800 11.28000 -23.96000 -0.3 0.2 -1.1
O 13.56800 11.12300 -24.32800 0.6 -0.3 -0.3
H 13.24700 11.96200 -24.65300 -0.8 1.1 -0.3
H 14.42800 11.16500 -24.77500 0.0 -0.7 0.4
```
Forces are in eV/Å.

Its calculated total energy is -16069.896 eV. For the gap between HOMO and LUMO, the calculation gives 9.00 eV. Its LUMO energy is -0.1423 Eh. As for the charge: +1. Its energy relative to the best compared isomer or geometry (same formula, charge and spin) is 13.31 kcal/mol. The HOMO energy comes out at -12.875 eV.